C51H61AlB2Cl2CsF7MgN5O11 | ωB97M-V with the def2-TZVPD basis set

## Properties
Highest occupied orbital energy: -0.211 Eh
E: -5212.7167 Eh
Total charge: -1

```
142
Properties=species:S:1:pos:R:3:forces:R:3:mulliken_charge:R:1
Cs 3.43212 -0.01988 -1.89217 3.6212 2.3105 -0.7549 1.114
Cl 0.17285 -5.81302 -6.20341 1.8888 3.5099 -5.4807 -0.640
Cl -3.56296 3.73976 -6.29414 1.5344 2.4697 -0.5026 0.163
Al -9.30767 0.02810 0.42719 -0.6379 0.0285 0.2002 0.848
Mg 3.39333 -2.43375 -6.04845 2.5492 -1.1422 -0.9233 0.195
F -2.23074 -0.28003 -0.21358 0.1542 -1.3196 -2.3021 -0.344
F -7.63822 -0.64705 0.40887 -1.5241 0.6962 -0.1287 -0.410
F -3.34214 5.15241 -5.27569 0.8860 -1.2084 -2.5528 -0.262
F -9.66825 0.78140 -1.16851 0.6198 -0.9004 1.8391 -0.488
F 0.62053 -0.72955 4.32811 0.2460 0.1121 -0.4598 -0.886
F -9.43768 1.27318 1.72190 0.2697 -1.5423 -1.6578 -0.467
F -10.48694 -1.29530 0.74632 1.5671 1.6620 -0.4109 -0.475
O -1.28396 -4.47125 -1.09523 0.2589 1.7225 -0.4475 -0.542
O -1.85763 4.56001 7.84259 0.5769 -0.3095 -0.2415 -0.697
O 2.26795 1.84827 5.80927 -0.5189 0.7292 0.3861 -0.634
O -4.61217 3.76628 -4.33438 -2.3790 -2.4783 4.2050 -0.393
O -0.36920 -6.91394 -4.30661 -0.2475 -0.2069 9.2007 -0.721
O 8.77759 4.13432 1.26333 0.0534 -0.2858 0.5318 -0.706
O -8.70107 -3.37802 -5.70052 0.5406 0.0965 -0.0097 -0.650
O -0.31715 -7.35536 -1.79116 1.4860 0.4593 -2.6994 -0.633
O 0.93406 0.40003 -3.93890 -2.2076 -2.5052 2.9024 -0.913
O 8.78632 1.76653 6.04891 0.0643 0.3506 -0.7325 -0.672
O 1.54246 0.08240 -0.46153 -5.4404 -4.5750 2.0008 -0.678
N -0.69340 -1.17692 -2.56157 -0.6132 1.6901 0.4020 1.152
N -7.35875 -2.47055 -2.04240 1.6316 -0.7717 0.5232 -0.435
N 0.21126 -2.11101 -0.34167 1.3957 1.4958 -1.0938 0.334
N -0.12430 -1.47681 -5.22235 0.6554 1.7725 -0.2308 0.075
N -1.51354 -3.79925 -3.40571 1.0232 2.0442 1.1412 0.525
C 12.32759 3.58387 4.74247 -0.3583 -0.1310 0.0235 -0.440
C -0.89484 3.96408 7.37345 -1.1801 0.6865 0.4947 0.552
C -0.76206 3.78841 5.91370 -0.1754 0.0706 -0.6119 0.387
C 8.78830 3.56742 2.34902 -0.1645 0.5920 -1.2059 0.608
C 2.09514 2.35620 9.96477 -0.0698 0.0197 -0.3934 -0.490
C 12.33747 4.16741 3.47587 -0.3864 -0.0518 -0.1371 -0.454
C 0.77760 -0.81811 0.14050 -0.2182 4.2302 2.0460 0.150
C -3.93719 -3.57679 -2.82184 -0.8430 -1.2107 -1.2064 -1.288
C -4.42580 -0.93142 -0.95277 -0.7954 -0.1973 1.0974 -0.886
C 2.18226 2.14437 8.58809 -0.0186 0.0830 0.3289 -0.460
C -1.59537 4.20152 3.67692 0.0430 -0.0080 0.3784 -0.589
C -2.22807 -1.33694 -2.67079 -3.0625 0.9220 -0.0853 -0.007
C -5.35122 -3.19498 -3.63379 -0.7948 -0.8298 2.4465 -0.081
C -0.37841 -0.34806 -6.24597 1.3837 1.0794 -0.8052 -1.022
C -4.24121 3.71334 -2.89860 -0.8012 -0.8378 1.3557 -0.501
C 10.00786 2.95749 4.43469 0.6608 0.1922 0.0871 0.190
C 0.57950 -4.87902 -2.70930 -0.2958 -0.4511 -0.3260 -0.480
C -4.15725 2.13681 -2.37517 0.1518 0.7129 0.2928 -0.600
C -3.25151 -2.25451 -6.34935 0.9874 -3.4454 8.8099 -1.612
C 0.46166 2.97152 3.99368 -0.2010 0.1360 -0.2677 -0.379
C 1.33653 2.49396 6.27378 1.2624 -1.0918 -0.8072 0.447
C 0.07008 3.63531 9.64228 0.2457 -0.1176 0.2670 -0.566
C 8.79449 2.28368 4.93775 -0.1130 -0.6928 1.4029 0.565
C 11.18042 4.15999 2.69389 0.3038 0.0085 0.1913 -0.548
C -2.73091 1.40082 -2.85230 -0.3881 1.5457 -0.6391 -0.054
C 1.21397 2.68682 7.73318 0.1839 -0.1085 0.6449 0.136
C 1.20612 -3.09568 0.28397 0.3303 -0.5903 2.8037 -0.592
C -0.60383 -3.80455 -2.20800 -0.0413 -3.2429 -1.8408 -0.970
C -2.94545 -0.08926 -3.48833 -0.1127 1.0889 -1.0695 -0.010
C 5.31057 1.50466 3.72586 0.1760 -0.0493 0.1654 -0.405
C 7.58044 2.87607 2.84419 -0.4990 -0.1197 -0.1259 0.171
C -3.05456 -2.63671 -4.99512 -0.4466 3.4456 -8.6414 -0.579
C -2.84110 -1.24288 -1.14476 -1.2435 -1.8991 1.7323 -0.014
C 11.16564 2.97873 5.22363 0.2708 0.1330 -0.1283 -0.561
C 2.96319 -2.48572 -2.75456 -9.8834 0.0911 1.4061 -1.705
C -1.73016 4.33333 5.05978 0.0235 -0.0048 -0.3574 -0.644
C 1.13707 -2.11988 -5.74631 -0.9268 -1.7062 0.1461 -0.464
C 0.30562 -0.35578 1.68284 0.8405 -0.4826 -1.0697 -0.612
C -0.49679 3.52784 3.14385 0.2504 -0.1164 0.4714 -0.414
C 6.45716 1.54211 4.52096 -0.2312 0.0054 -0.1883 -0.791
C 1.04545 3.10890 10.49069 -0.2275 0.1016 -0.3248 -0.433
C -6.56268 -3.64326 -2.56980 -0.9461 -0.3248 -1.4111 -0.827
C 5.29050 2.16713 2.49877 0.4665 0.1309 -0.0113 -0.602
C 0.32594 3.09747 5.38240 -0.2252 0.1485 -0.6209 0.149
C 0.15110 3.41858 8.26136 0.3135 -0.1053 0.5544 0.242
C 10.01099 3.55817 3.17668 0.6760 0.1499 0.0936 0.209
C 0.01435 -2.29726 -1.81204 3.6892 -2.0064 0.3040 1.887
C 1.57433 -2.33898 -2.43927 8.9683 -1.1351 -2.7883 -1.024
C 7.59229 2.23444 4.08205 -0.5970 -0.2052 -0.1041 0.426
C 6.42274 2.85218 2.05559 -0.2571 -0.1827 0.0836 -0.657
C -2.62076 -2.78626 -3.37843 -1.1732 -0.9889 -2.2353 1.445
B 0.02071 -0.80486 -3.88518 2.8947 1.3321 -3.0561 0.468
B -0.04951 -6.42578 -2.92431 -1.9131 -2.5557 -2.1394 0.876
H -5.07855 4.27144 -2.26701 1.7440 -1.2045 -1.2819 0.278
H 11.16685 2.52087 6.21143 -0.1839 0.0570 -0.2801 0.450
H -7.33596 -4.32025 -3.17692 1.7541 1.2335 1.2326 0.270
H -5.09450 1.56331 -2.82598 1.9512 1.0918 1.0753 0.108
H -4.07337 -3.62823 -1.66476 0.2298 0.6439 -2.1110 0.369
H 6.46380 1.02698 5.48012 0.1220 0.2032 -0.2187 0.475
H 0.98217 -3.03578 1.45776 0.4025 -0.0767 -2.5495 0.412
H 0.02519 0.79658 1.61543 0.4852 -2.5857 -0.0520 -0.050
H -4.82434 -1.67988 -0.11114 0.8957 1.6589 -1.8922 0.374
H 3.00746 1.56047 8.18420 -0.2904 0.1649 -0.0858 0.459
H -5.49271 -2.04478 -3.78866 0.4350 -2.2489 -0.0984 0.155
H -3.21968 4.24165 -2.66216 -1.9617 -0.9362 -1.0509 0.285
H -4.24926 2.17872 -1.19001 0.1531 -0.2839 -2.6178 0.262
H -0.74937 4.21755 10.06048 0.1221 -0.1440 -0.2762 0.443
H -4.62063 0.14984 -0.48484 0.7035 -2.4557 -1.2687 0.251
H 0.98456 3.28468 11.56241 -0.0150 -0.0322 -0.1928 0.379
H 1.43618 -5.03928 -1.93970 -1.3909 0.7949 -1.4102 -0.004
H -0.38670 3.43338 2.06569 -0.0141 0.0020 0.1687 0.479
H 1.02910 -3.28820 -5.52696 0.7899 2.0230 -0.4236 0.005
H -0.61180 -0.22780 -2.08133 -0.0622 -1.4701 0.3422 1.124
H 6.40158 3.36234 1.09417 0.2011 -0.0503 0.2576 0.454
H -0.87501 -0.75305 -7.22774 0.5889 0.6843 2.2234 0.271
H -0.89442 0.59114 -5.78147 0.5885 -1.9197 -1.0334 0.234
H -2.63620 0.01645 -4.62570 -0.2759 -0.8054 2.3808 0.295
H -0.55397 -1.02762 2.10521 1.9053 1.4406 -0.7915 0.275
H 1.12547 0.71381 -3.00122 -0.6890 -0.1871 -1.6899 0.150
H -0.23749 -8.29330 -2.15620 -0.4972 1.9237 0.5357 0.305
H 0.71343 0.01581 -6.56572 -2.4572 -0.3431 0.5489 0.437
H -8.33207 -2.95652 -4.90985 -0.2558 -0.1360 -0.1240 0.347
H 1.31473 2.44435 3.56945 -0.2106 -0.0249 0.3488 0.400
H -1.00636 -3.82304 -4.31721 -0.4303 0.1104 0.9140 0.028
H 11.19567 4.62060 1.70738 -0.1910 -0.1472 0.2379 0.442
H -5.12106 -1.08276 -1.86755 1.4764 0.2532 1.5618 -0.548
H -2.33392 2.12793 -3.71503 -0.7361 -1.7490 1.7212 0.309
H -2.34591 4.62872 3.01540 0.1078 -0.0796 0.1501 0.382
H -5.52418 -3.85332 -4.58460 0.8721 1.6113 1.6487 0.473
H 1.03565 -4.21054 0.00925 0.1998 2.2685 0.0737 0.211
H -7.00668 -2.24746 -1.07968 -0.8727 0.3258 -1.3594 0.237
H -5.28175 3.02875 -4.49576 1.1680 1.3591 0.6453 0.348
H -0.45453 -6.07027 -4.87406 -0.2414 -0.9592 0.8283 0.361
H 13.24590 4.63066 3.09690 -0.1857 -0.0773 0.0546 0.387
H -2.58793 4.86485 5.46855 0.2794 -0.1708 0.0590 0.451
H 4.04704 -2.39801 -3.23898 -2.7705 -0.5754 0.9345 0.527
H -1.93671 1.49155 -2.00201 -1.5144 -0.3812 -1.3056 0.027
H -3.76837 -4.71857 -3.14350 -0.0459 2.6034 0.6907 0.418
H 4.39385 2.14570 1.88324 0.1114 0.0304 0.1402 0.626
H -7.32208 -1.63511 -2.66651 0.0611 -0.9837 0.9444 0.246
H 0.96115 -4.62969 -3.81420 -0.5348 -0.2329 2.5917 -0.110
H -4.12795 -0.23807 -3.58753 2.8361 -0.2289 0.5577 0.123
H -3.56474 -2.31720 -7.49352 0.7880 0.0978 3.2040 0.310
H -2.09868 -4.97763 -1.35012 1.2845 0.7789 -0.4026 0.595
H 1.25546 -0.41472 2.40163 -2.1908 -0.1433 -0.8551 0.358
H 2.10291 -1.65172 -5.27429 -2.9773 0.1052 0.0745 -0.219
H 1.25731 -2.05845 -6.93253 -0.5986 0.0954 2.3815 0.588
H 4.43234 0.96009 4.06547 0.0930 0.1375 0.0183 0.440
H -6.16271 -4.31229 -1.69533 -0.7371 1.4146 -1.6157 0.329
H 13.22666 3.59586 5.35479 -0.1806 -0.0120 -0.1012 0.393
H -7.92733 -3.54484 -6.25948 -0.2991 0.0298 0.1720 0.314
H -2.65319 -2.31859 -0.66071 -0.0396 2.4970 -0.9076 0.715
H 2.85027 1.93816 10.62683 -0.1299 0.0608 -0.1368 0.388
H 2.33426 -2.73221 0.19499 -2.3560 -0.9761 -0.3191 0.253
```
Forces are in eV/Å.